(1)
168
Properties=species:S:1:pos:R:3 method="wB97M-V/def2-TZVPD" fmax_ev_per_a=3.87 e_homo_ev="-9.95 / -9.95" total_charge=+1 spin_multiplicity=4 lumo_ha="-0.1482 / -0.1483"
V -21.37250 -0.83787 13.98611
C -24.12051 -3.18090 14.09516
O -23.52033 -4.29458 13.42792
O -23.26259 -2.12589 13.74079
C -25.66690 -3.06330 13.90510
F -26.34505 -4.06808 14.43507
F -26.15267 -2.02215 14.58040
F -26.14402 -2.94309 12.67770
C -23.44504 -5.48954 14.22637
C -22.87274 -6.58195 13.33623
H -23.50096 -6.81797 12.47731
H -21.99391 -6.10090 12.90688
H -22.58739 -7.51475 13.82261
H -24.37398 -5.88841 14.63387
H -22.73196 -5.37207 15.04235
H -24.07472 -3.38955 15.16403
C -23.00908 -5.90790 18.15042
C -23.90211 -4.67185 17.99321
O -24.24959 -4.19274 19.28726
O -21.59712 -5.55334 18.06730
H -23.06108 -6.54062 17.26437
H -23.28787 -6.49994 19.02213
H -24.81430 -4.90512 17.44402
H -23.36002 -3.91101 17.43163
H -23.44421 -3.96132 19.75569
H -21.24867 -5.61332 18.95982
C -22.27727 -4.30186 10.13627
C -23.24103 -3.69920 9.11489
O -24.39531 -3.33602 9.79306
O -21.80088 -3.46060 11.18208
H -21.39104 -4.70904 9.64954
H -22.74397 -5.13862 10.65600
H -23.53875 -4.44150 8.37430
H -22.76996 -2.84052 8.63649
H -24.22426 -2.43728 10.08395
H -22.38629 -3.53386 11.93939
C -30.18786 -1.18600 12.27281
C -29.81479 -0.34381 11.01361
O -28.57172 0.29182 10.95057
O -29.31841 -2.30109 12.39831
H -31.21979 -1.53696 12.26636
H -29.98485 -0.62845 13.18716
H -30.63216 0.31394 10.71805
H -29.80418 -1.02688 10.16424
H -28.51469 0.92343 11.67127
H -28.41092 -2.07898 12.17760
C -26.31878 -8.01466 15.39103
C -25.56825 -8.42842 16.64674
O -25.94461 -7.54740 17.67979
O -27.63928 -8.30178 15.52346
H -25.84605 -8.48745 14.53015
H -26.23843 -6.94192 15.21534
H -24.50905 -8.27176 16.44264
H -25.58042 -9.46345 16.98828
H -26.82767 -7.77242 17.98170
H -27.97598 -7.63696 16.12865
C -20.52617 -3.10687 15.89445
C -19.38763 -2.97506 14.85387
O -19.93103 -2.57162 13.55254
O -21.18150 -1.86141 15.99436
H -20.20739 -3.31237 16.91633
H -21.24167 -3.84600 15.53410
H -19.03445 -3.99977 14.73838
H -18.57756 -2.31390 15.16171
H -19.79743 -3.27598 12.91408
H -21.50366 -1.67891 16.88008
C -28.84349 -5.74812 12.67404
C -29.40519 -6.07736 11.33442
C -30.51691 -7.07667 11.41412
O -30.07312 -8.37951 11.83570
C -31.15299 -9.21650 12.24592
N -29.96265 -4.78570 10.81580
H -29.59100 -5.23435 13.27849
H -28.02431 -5.02910 12.68058
H -28.55374 -6.63951 13.23043
H -28.64780 -6.42316 10.63092
H -30.92592 -7.19807 10.41109
H -31.30422 -6.72710 12.08196
H -32.01820 -9.17903 11.58402
H -31.52268 -8.75852 13.16335
H -30.72384 -10.19715 12.45146
H -29.54685 -4.09362 11.42262
H -30.86972 -4.63870 11.23496
C -26.40592 -10.57642 12.65432
C -26.78031 -9.56234 11.52412
C -25.93940 -8.28843 11.47835
O -26.32705 -7.60771 10.23844
C -25.85432 -6.23225 10.16784
N -26.48314 -10.26719 10.31261
H -25.34256 -10.80704 12.58969
H -26.89266 -11.54597 12.54861
H -26.69018 -10.20411 13.63854
H -27.84267 -9.37480 11.68006
H -24.91567 -8.64984 11.57566
H -26.08667 -7.69301 12.37939
H -25.91470 -5.84034 9.15253
H -24.80675 -6.15354 10.45849
H -26.49991 -5.62063 10.79811
H -26.58369 -9.48209 9.68521
H -25.49569 -10.47937 10.30827
C -20.40560 1.00274 10.17098
C -21.73611 0.51711 10.86668
C -22.78374 0.19112 9.75540
O -23.85145 -0.60875 10.32246
C -24.69295 0.08239 11.27591
N -21.41841 -0.61318 11.76529
H -19.61519 1.40139 10.80693
H -20.68781 1.80971 9.49479
H -20.05161 0.12212 9.63496
H -22.04344 1.35245 11.49586
H -22.28112 -0.34293 8.94901
H -23.18921 1.07968 9.27152
H -25.58928 -0.52970 11.37602
H -25.06295 1.02641 10.87588
H -24.18615 0.23039 12.22951
H -20.62857 -1.03456 11.29764
H -22.17740 -1.22028 11.49060
C -26.29352 -1.68696 17.90425
C -25.55608 -0.98633 19.07747
C -26.23466 -1.11195 20.45501
O -25.41354 -0.51514 21.46851
C -25.89011 -0.57307 22.78065
N -24.15040 -1.38770 19.11536
H -26.34433 -2.77544 17.93151
H -25.95569 -1.43829 16.89819
H -27.33117 -1.35327 17.90119
H -25.46867 0.06737 18.81260
H -26.38714 -2.14004 20.78341
H -27.22473 -0.66230 20.37961
H -26.83669 -0.04224 22.88217
H -25.19494 -0.25323 23.55688
H -26.07001 -1.61420 23.04857
H -23.94361 -1.40326 20.10384
H -24.15804 -2.37987 18.92662
C -17.13833 -7.44841 12.86307
C -18.51916 -7.94505 13.20279
C -19.19935 -7.40195 14.42479
O -20.25312 -8.28142 14.79298
C -20.61471 -8.21861 16.16872
N -19.33167 -7.71828 12.03966
H -16.57333 -7.78104 13.73383
H -17.13514 -6.36082 12.79071
H -16.66124 -7.90295 11.99481
H -18.34146 -9.01063 13.34797
H -19.57978 -6.40624 14.19687
H -18.36146 -7.27596 15.11050
H -19.82096 -8.78335 16.65773
H -21.53902 -8.79291 16.23143
H -20.65629 -7.19067 16.52887
H -20.31736 -7.91446 12.13979
H -18.85597 -8.25956 11.33198
C -20.32274 -12.09206 13.50023
C -21.77187 -11.48318 13.42684
C -22.49653 -11.63716 14.76458
O -23.92486 -11.45574 14.68857
C -24.61832 -12.03337 15.77555
N -21.58882 -10.11383 13.00645
H -19.65365 -11.41951 14.03698
H -19.90939 -12.20354 12.49783
H -20.30937 -13.10859 13.89341
H -22.36765 -12.09486 12.74935
H -21.95739 -11.00864 15.47338
H -22.41851 -12.64211 15.17942
H -24.32068 -11.51423 16.68660
H -24.67038 -13.11510 15.89906
H -25.68021 -11.82212 15.64966
H -20.92327 -9.61904 13.58293
H -22.47454 -9.64982 13.14890

(2)
168
Properties=species:S:1:pos:R:3 method="wB97M-V/def2-TZVPD" fmax_ev_per_a=4.48 e_homo_ev=-7.63 total_charge=-1 lumo_ha=0.0777
C 5.50840 -31.36176 -1.74981
F 6.44051 -32.28603 -1.73810
F 5.51394 -30.73214 -2.90733
F 4.32407 -31.86862 -1.50216
S 5.87427 -30.07159 -0.37404
O 5.06168 -28.91965 -0.70631
O 5.50790 -30.68230 0.87880
N 7.55392 -29.74198 -0.66203
S 8.24816 -30.26108 0.62270
O 7.89453 -29.50655 1.81710
O 8.17443 -31.70347 0.79035
C 10.09167 -29.96768 0.27662
F 10.46057 -30.72465 -0.73380
F 10.32306 -28.68589 0.05542
F 10.76071 -30.31377 1.36364
O 8.40047 -27.41938 -2.07485
H 8.17039 -28.25918 -1.61662
H 8.22182 -26.72463 -1.42200
O 5.68629 -26.91946 -2.73372
H 5.51007 -27.73580 -2.24067
H 6.62873 -26.96874 -2.94346
O 8.51086 -30.29179 -3.21544
H 8.49188 -29.42433 -3.64169
H 8.15229 -30.13792 -2.30524
C 2.10728 -30.50934 1.34999
C 2.37878 -29.00223 1.21417
C 1.89882 -28.53432 -0.14446
O 1.60446 -28.32197 2.20392
H 2.69896 -31.13356 0.67739
H 1.05004 -30.72859 1.20804
H 2.39976 -30.78938 2.36650
H 3.42730 -28.72464 1.34689
H 2.03513 -27.47074 -0.32744
H 0.84732 -28.80801 -0.27276
H 2.38825 -29.15766 -0.89679
H 1.85442 -28.69927 3.06076
C 5.90487 -25.49542 0.98760
C 7.35662 -25.03529 1.05129
C 8.26637 -26.00416 1.78575
O 7.93765 -24.94525 -0.26969
H 5.76351 -26.46761 0.50580
H 5.29208 -24.75834 0.46851
H 5.50739 -25.69484 1.98663
H 7.34989 -24.04354 1.51513
H 9.33264 -25.80291 1.85017
H 8.21413 -27.00512 1.34451
H 7.90573 -26.22257 2.79657
H 7.46023 -24.27835 -0.78178
C 6.63116 -32.51910 3.76143
C 5.81243 -33.44957 2.84982
C 5.38928 -34.77947 3.44726
O 4.58654 -32.77682 2.54644
H 7.53586 -33.03960 4.09164
H 6.10152 -32.23637 4.67172
H 6.88037 -31.64476 3.16303
H 6.34323 -33.58689 1.90097
H 4.64775 -35.25268 2.80808
H 5.02118 -34.61765 4.46094
H 6.24390 -35.45845 3.51238
H 4.70786 -31.99342 2.00128
C 11.23496 -33.16412 2.87840
C 11.24242 -34.29503 1.84790
C 11.89859 -33.78786 0.53819
O 12.07059 -35.32383 2.37602
H 10.37104 -32.51157 2.71424
H 12.06050 -32.46169 2.77151
H 11.10471 -33.59387 3.86996
H 10.23336 -34.65022 1.62149
H 11.24109 -33.04151 0.09090
H 12.17858 -34.60319 -0.13110
H 12.85719 -33.32533 0.78524
H 11.95440 -36.11497 1.84104
C 4.70448 -26.79135 5.12254
C 4.21038 -27.88207 4.13088
C 5.29929 -28.90984 3.87339
O 3.03900 -28.49616 4.68085
H 5.28780 -27.29672 5.89576
H 3.89876 -26.19952 5.55238
H 5.36930 -26.07421 4.63380
H 3.96813 -27.34812 3.21222
H 5.74991 -29.19802 4.82593
H 6.02820 -28.46172 3.19580
H 4.93726 -29.80520 3.36774
H 3.36302 -29.07062 5.38422
C 14.02412 -30.29222 -3.77902
C 12.56169 -30.43208 -3.37237
C 11.94088 -29.08746 -2.96991
O 11.84299 -30.97080 -4.47596
H 14.73829 -29.97197 -3.02432
H 14.06292 -29.66540 -4.67273
H 14.38306 -31.26693 -4.12547
H 12.46870 -31.07589 -2.49007
H 12.62420 -28.63899 -2.24230
H 10.96081 -29.29024 -2.54252
H 11.78183 -28.34800 -3.75564
H 10.91082 -31.03416 -4.22756
C 7.24443 -35.43715 -0.58659
C 6.86748 -36.79676 -1.13638
C 5.70227 -36.75659 -2.13143
O 8.03285 -37.34256 -1.77961
H 8.05843 -35.51811 0.13254
H 6.39210 -34.95364 -0.10844
H 7.54249 -34.76160 -1.39125
H 6.54837 -37.46126 -0.32666
H 6.01029 -36.39132 -3.11244
H 4.89554 -36.14328 -1.73538
H 5.37094 -37.78585 -2.29493
H 7.75503 -38.18150 -2.16299
C 0.70395 -28.61203 -3.85911
C 1.26092 -29.70411 -4.77671
C 1.84145 -30.85768 -3.97487
O 0.11687 -30.15565 -5.53542
H -0.02223 -28.92814 -3.10774
H 0.12823 -27.87980 -4.43298
H 1.51747 -28.12763 -3.31014
H 2.05152 -29.30156 -5.41642
H 1.15782 -31.36990 -3.29873
H 2.63882 -30.50136 -3.31704
H 2.33619 -31.55227 -4.65667
H -0.07307 -29.39547 -6.09629
C 11.45956 -25.36690 -0.98278
C 11.38544 -23.87955 -0.52773
C 10.73766 -23.00616 -1.61925
O 10.46544 -23.81722 0.56463
H 10.55750 -25.91819 -0.74970
H 12.31986 -25.81157 -0.47922
H 11.65288 -25.43556 -2.05587
H 12.39140 -23.57906 -0.24422
H 9.78286 -23.46424 -1.87390
H 11.28584 -22.96530 -2.56898
H 10.69878 -21.96139 -1.31211
H 9.57667 -24.04357 0.22904
C 14.11639 -27.38306 4.22492
C 12.72396 -28.00681 4.31367
C 12.76896 -29.45968 3.87286
O 12.29141 -27.89011 5.66947
H 14.73750 -27.79438 5.02817
H 14.10287 -26.31405 4.46610
H 14.67487 -27.49802 3.29604
H 12.07375 -27.42337 3.65214
H 13.28367 -29.48252 2.90538
H 11.79250 -29.88146 3.64891
H 13.43586 -30.04560 4.50520
H 12.35905 -26.95085 5.87220
C 2.12725 -34.24497 -2.04720
C 2.27226 -35.23598 -0.90366
C 3.14995 -34.68668 0.23948
O 1.01238 -35.66146 -0.43264
H 1.85955 -33.24054 -1.70949
H 1.29730 -34.48801 -2.71436
H 3.05525 -34.21131 -2.61684
H 2.80297 -36.11262 -1.29797
H 4.21665 -34.76580 0.01797
H 2.97497 -35.28093 1.13780
H 2.98687 -33.63717 0.48223
H 1.11913 -36.44186 0.11552
C 9.20857 -34.80859 -4.97268
C 8.91204 -33.70050 -3.97764
C 9.91504 -33.57635 -2.85615
O 8.90461 -32.47916 -4.71937
H 8.51785 -34.79206 -5.81580
H 9.01987 -35.78394 -4.51538
H 10.24340 -34.70444 -5.29680
H 7.90276 -33.84853 -3.57268
H 10.96522 -33.53349 -3.16534
H 9.90097 -34.42176 -2.15848
H 9.78448 -32.67292 -2.25874
H 8.70382 -31.70997 -4.13920

(3)
162
Properties=species:S:1:pos:R:3 method="wB97M-V/def2-TZVPD" smiles=COCCNCCOC.COCCNCCOC.COCCNCCOC.COCCNCCOC.CC(C)O.CC(C)O.CC(C)O.CO.CO.CO.CO.CO fmax_ev_per_a=2.99 e_homo_ev=-8.76 total_charge=0 lumo_ha=0.0213
C 28.67743 -12.69701 -9.08637
O 28.20756 -11.50727 -8.52523
C 27.12982 -11.67937 -7.60051
C 27.40141 -12.54491 -6.32566
N 28.67849 -12.11946 -5.70258
C 28.62251 -12.20613 -4.24664
C 28.45375 -13.63518 -3.73674
O 27.07546 -13.98120 -3.77014
C 26.27691 -13.28771 -2.81629
H 28.84164 -13.50521 -8.37365
H 29.62965 -12.63030 -9.61261
H 27.88097 -13.10313 -9.70991
H 26.24848 -12.01060 -8.14971
H 26.91251 -10.65530 -7.29693
H 27.38088 -13.62544 -6.46755
H 26.56192 -12.33272 -5.66359
H 28.82183 -11.12296 -5.78350
H 27.97607 -11.46174 -3.78176
H 29.58287 -11.80409 -3.92387
H 28.94608 -13.87830 -2.79514
H 28.90527 -14.38808 -4.38279
H 25.31636 -13.79526 -2.72778
H 26.05634 -12.23063 -2.96472
H 26.61656 -13.42475 -1.78966
C 31.48974 -12.68888 -1.36738
O 30.90279 -11.64113 -2.09780
C 31.29326 -10.31784 -1.81620
C 30.36624 -9.66298 -0.78041
N 30.29509 -10.39160 0.48314
C 31.41655 -10.05352 1.30639
C 31.41602 -10.80544 2.59568
O 31.14866 -12.21206 2.25850
C 31.07859 -12.94769 3.43598
H 31.65314 -12.40845 -0.32682
H 32.44627 -12.96318 -1.81227
H 30.83274 -13.54182 -1.19725
H 31.61242 -9.70868 -2.66187
H 32.25940 -10.31810 -1.31153
H 29.40363 -9.82990 -1.26375
H 30.56947 -8.59550 -0.69510
H 30.37714 -11.38639 0.32900
H 31.49910 -9.01384 1.62317
H 32.36478 -10.22306 0.79627
H 30.59323 -10.37970 3.17002
H 32.39099 -10.61233 3.04316
H 32.01887 -12.89291 3.98458
H 30.94588 -14.00985 3.23030
H 30.31589 -12.64826 4.15481
C 38.84965 -19.96493 1.03212
O 37.72532 -19.05146 1.01983
C 37.77384 -18.20772 -0.11578
C 36.63684 -17.19861 -0.09490
N 35.36937 -17.75251 -0.63935
C 35.24717 -17.88508 -2.08341
C 33.90982 -18.50220 -2.40499
O 33.77924 -19.80110 -1.87496
C 32.44211 -20.32744 -1.87971
H 38.80139 -20.62532 1.89795
H 39.80262 -19.43956 1.09493
H 38.82767 -20.60299 0.14867
H 37.65012 -18.86261 -0.97828
H 38.69092 -17.64824 -0.30027
H 36.93051 -16.32039 -0.66986
H 36.44511 -16.84155 0.91695
H 35.30989 -18.70073 -0.29664
H 36.08021 -18.52692 -2.37007
H 35.34716 -16.94188 -2.62052
H 33.76265 -18.51477 -3.48493
H 33.14565 -17.86850 -1.95491
H 32.38062 -21.27978 -1.35305
H 32.18786 -20.59046 -2.90649
H 31.64072 -19.67196 -1.53879
C 37.62892 -11.16766 -7.40963
O 36.68872 -11.42346 -8.44958
C 37.25805 -11.87777 -9.64973
C 36.21812 -11.89113 -10.77749
N 35.07477 -12.73314 -10.50722
C 35.31851 -14.17245 -10.75271
C 33.94621 -14.86807 -10.54849
O 33.64408 -14.98257 -9.13401
C 32.37442 -15.60113 -8.95085
H 38.25679 -10.28297 -7.51544
H 38.24920 -12.02225 -7.13938
H 37.01985 -10.93880 -6.53512
H 37.62441 -12.86335 -9.36246
H 38.09710 -11.34980 -10.10285
H 36.64294 -12.21022 -11.72923
H 35.87217 -10.87877 -10.98615
H 35.01884 -12.56141 -9.51350
H 35.98319 -14.68127 -10.05457
H 35.61185 -14.41098 -11.77503
H 34.04715 -15.87459 -10.95449
H 33.21172 -14.45753 -11.24136
H 31.57093 -14.98686 -9.35728
H 32.26637 -15.79462 -7.88362
H 32.37808 -16.61243 -9.35749
C 27.96094 -16.78638 -6.87872
C 27.80249 -17.26380 -5.39703
C 26.56678 -18.12964 -5.28285
O 29.02296 -17.87073 -5.04473
H 28.86587 -16.20976 -7.07034
H 27.08088 -16.24033 -7.21845
H 28.08361 -17.63544 -7.55114
H 27.68224 -16.43846 -4.69527
H 26.52252 -18.80128 -6.14020
H 25.67229 -17.50728 -5.30855
H 26.64864 -18.75104 -4.39108
H 29.73145 -17.23612 -5.17483
C 31.97706 -15.86733 0.01624
C 33.10719 -15.10591 0.64247
C 33.35542 -15.66132 2.03600
O 34.22251 -15.28220 -0.14518
H 32.26208 -16.91400 -0.09026
H 31.77030 -15.58378 -1.01573
H 31.04316 -15.85799 0.57824
H 32.88990 -14.03791 0.65853
H 32.48621 -15.55906 2.68570
H 34.19964 -15.20184 2.55010
H 33.53241 -16.72846 1.90189
H 34.49686 -16.20196 -0.16480
C 34.70620 -15.84140 -5.68147
C 35.90432 -16.03057 -6.60396
C 36.41859 -14.66521 -7.20055
O 36.94026 -16.77241 -6.04628
H 34.51696 -16.81045 -5.21971
H 33.88353 -15.46438 -6.28906
H 34.86793 -15.08280 -4.91565
H 35.58619 -16.56389 -7.49976
H 36.89936 -14.01178 -6.47254
H 35.52031 -14.15563 -7.54914
H 37.12870 -14.86173 -8.00381
H 36.53386 -17.59464 -5.76278
C 31.69807 -13.01422 -6.47728
O 30.56272 -13.85492 -6.43954
H 32.64327 -13.54283 -6.60081
H 31.56575 -12.45819 -7.40542
H 31.70009 -12.41440 -5.56717
H 29.77786 -13.33538 -6.25067
C 32.40905 -19.13214 -6.46877
O 33.39791 -20.06940 -6.04059
H 32.00975 -19.38524 -7.45091
H 31.58142 -19.16431 -5.76019
H 32.77960 -18.11023 -6.38816
H 33.20314 -21.00038 -6.17077
C 31.73915 -15.64981 -3.79789
O 31.34088 -16.05739 -5.12200
H 32.71936 -15.17737 -3.73393
H 31.01072 -14.92998 -3.42462
H 31.77951 -16.52737 -3.15263
H 31.14303 -15.26464 -5.62599
C 28.88943 -17.26134 -1.62450
O 29.71431 -18.03873 -2.43871
H 29.06426 -17.54841 -0.58762
H 29.25588 -16.23756 -1.69987
H 27.80873 -17.38883 -1.68732
H 29.23280 -18.18665 -3.25594
C 35.56208 -13.09687 -2.30990
O 35.22639 -12.83334 -0.95004
H 34.89067 -13.86975 -2.68401
H 35.44709 -12.27663 -3.01846
H 36.59947 -13.43133 -2.30190
H 35.09906 -13.70552 -0.56965